# C72H162Br2N9

11 unconnected molecules or ions with the total composition C72H162Br2N9 (ωB97M-V/def2-TZVPD, OMol25).

Structure (ORCA input):
```
! wB97M-V def2-TZVPD RIJCOSX def2/J DEFGRID3
* xyz 7 1
C 31.613 -1.102 -7.824
C 32.556 -1.532 -8.982
C 34.094 -1.205 -8.765
N 34.896 -1.228 -10.060
C 34.845 -2.666 -10.748
C 34.526 -0.082 -11.111
C 35.760 0.249 -11.933
C 36.913 -0.385 -11.243
C 36.392 -0.768 -9.890
H 32.060 -1.407 -6.878
H 30.572 -1.409 -7.919
H 31.638 -0.015 -7.739
H 32.279 -1.156 -9.967
H 32.386 -2.605 -9.077
H 34.604 -2.047 -8.297
H 34.283 -0.317 -8.162
H 33.922 -2.622 -11.327
H 34.888 -3.563 -10.131
H 35.633 -2.844 -11.480
H 33.660 -0.369 -11.707
H 34.272 0.689 -10.383
H 35.639 -0.142 -12.943
H 35.951 1.322 -11.957
H 37.311 -1.256 -11.763
H 37.824 0.210 -11.174
H 36.956 -1.548 -9.377
H 36.275 0.044 -9.172
C 29.843 1.574 -6.433
C 28.577 2.500 -6.323
C 28.752 4.061 -6.229
N 27.603 4.916 -5.570
C 26.246 4.477 -6.218
C 27.868 6.412 -5.613
C 28.772 6.708 -4.358
C 28.586 5.522 -3.354
C 27.607 4.566 -4.054
H 30.525 1.673 -7.277
H 29.546 0.534 -6.298
H 30.521 1.810 -5.612
H 27.907 2.278 -5.492
H 27.843 2.320 -7.109
H 28.844 4.375 -7.268
H 29.624 4.410 -5.676
H 25.427 5.005 -5.730
H 26.200 3.405 -6.025
H 26.324 4.673 -7.287
H 26.877 6.839 -5.461
H 28.352 6.688 -6.550
H 28.532 7.699 -3.972
H 29.814 6.801 -4.666
H 28.315 5.768 -2.327
H 29.598 5.119 -3.328
H 26.573 4.757 -3.765
H 27.776 3.549 -3.703
C 24.457 1.713 -9.562
C 25.733 1.985 -10.237
C 26.877 0.977 -10.067
N 28.246 1.343 -10.569
C 29.243 0.236 -10.345
C 28.927 2.596 -10.019
C 29.357 3.523 -11.213
C 29.393 2.622 -12.448
C 28.235 1.679 -12.080
H 24.376 1.707 -8.475
H 24.268 0.697 -9.910
H 23.696 2.374 -9.976
H 26.015 3.020 -10.044
H 25.511 1.996 -11.304
H 26.529 0.011 -10.434
H 27.130 0.999 -9.007
H 30.250 0.572 -10.593
H 29.033 -0.668 -10.917
H 29.399 0.166 -9.268
H 29.699 2.337 -9.294
H 28.193 3.183 -9.466
H 30.348 3.972 -11.152
H 28.626 4.327 -11.301
H 30.280 1.989 -12.418
H 29.377 3.226 -13.354
H 28.234 0.730 -12.617
H 27.297 2.164 -12.351
C 33.900 -7.043 -9.202
C 35.138 -7.899 -9.267
C 36.305 -7.663 -8.248
N 37.402 -8.730 -8.224
C 36.908 -10.091 -7.658
C 38.197 -8.793 -9.566
C 39.722 -8.874 -9.204
C 39.761 -7.911 -7.962
C 38.508 -8.331 -7.135
H 33.360 -7.282 -10.118
H 34.439 -6.096 -9.191
H 33.410 -7.142 -8.234
H 35.431 -7.619 -10.279
H 34.967 -8.972 -9.360
H 35.873 -7.800 -7.257
H 36.951 -6.807 -8.444
H 37.760 -10.768 -7.725
H 36.045 -10.460 -8.212
H 36.558 -10.037 -6.627
H 37.686 -9.550 -10.162
H 37.913 -7.871 -10.074
H 39.959 -9.918 -8.998
H 40.277 -8.546 -10.083
H 40.723 -8.007 -7.459
H 39.766 -6.875 -8.301
H 38.955 -9.195 -6.645
H 38.243 -7.500 -6.482
C 43.746 -3.209 -5.586
C 42.426 -2.749 -6.297
C 42.617 -1.581 -7.250
N 41.501 -1.250 -8.270
C 40.502 -0.292 -7.631
C 40.818 -2.526 -8.794
C 40.182 -2.029 -10.025
C 41.216 -1.175 -10.722
C 41.929 -0.538 -9.640
H 44.059 -2.363 -4.974
H 44.460 -3.453 -6.373
H 43.674 -4.118 -4.988
H 41.747 -2.425 -5.509
H 41.984 -3.628 -6.767
H 43.376 -2.013 -7.902
H 43.074 -0.647 -6.923
H 40.137 -0.865 -6.778
H 39.774 -0.026 -8.398
H 41.165 0.556 -7.459
H 40.125 -2.926 -8.053
H 41.649 -3.138 -9.144
H 39.203 -1.550 -10.021
H 39.992 -2.726 -10.842
H 40.901 -0.541 -11.551
H 42.045 -1.626 -11.268
H 41.884 0.551 -9.633
H 42.969 -0.860 -9.680
C 37.759 -4.110 -7.089
C 36.410 -4.374 -6.441
C 36.403 -5.256 -5.173
N 36.539 -4.406 -3.827
C 35.253 -3.568 -3.591
C 36.717 -5.325 -2.609
C 37.746 -4.712 -1.620
C 38.214 -3.417 -2.260
C 37.866 -3.495 -3.740
H 38.483 -3.591 -6.460
H 37.560 -3.488 -7.962
H 38.178 -5.058 -7.427
H 35.813 -4.905 -7.182
H 35.906 -3.412 -6.343
H 37.057 -6.114 -5.019
H 35.409 -5.681 -5.041
H 34.846 -3.137 -4.506
H 35.561 -2.786 -2.896
H 34.445 -4.206 -3.233
H 35.852 -5.579 -1.997
H 36.956 -6.309 -3.013
H 37.261 -4.576 -0.653
H 38.520 -5.463 -1.463
H 37.991 -2.491 -1.730
H 39.303 -3.387 -2.293
H 37.645 -2.589 -4.305
H 38.580 -4.162 -4.223
C 33.057 3.293 -20.353
C 33.149 3.180 -18.833
C 33.104 1.774 -18.227
N 33.137 1.795 -16.648
C 31.875 2.525 -16.141
C 34.489 2.248 -15.979
C 34.422 1.739 -14.583
C 33.842 0.369 -14.853
C 33.243 0.356 -16.179
H 32.014 3.136 -20.626
H 33.603 2.504 -20.870
H 33.336 4.251 -20.792
H 32.400 3.903 -18.507
H 34.140 3.542 -18.560
H 34.001 1.273 -18.589
H 32.222 1.278 -18.631
H 31.027 1.847 -16.234
H 31.794 3.554 -16.491
H 32.072 2.668 -15.078
H 34.484 3.329 -16.118
H 35.215 1.665 -16.546
H 33.973 2.343 -13.796
H 35.462 1.531 -14.332
H 33.129 0.188 -14.049
H 34.568 -0.443 -14.865
H 32.231 -0.015 -16.017
H 33.827 -0.313 -16.811
C 41.005 7.680 -5.026
C 40.894 7.023 -6.421
C 40.542 5.536 -6.216
N 39.783 4.819 -7.387
C 40.851 4.894 -8.567
C 38.456 5.482 -7.705
C 37.635 4.304 -8.350
C 38.282 2.937 -8.037
C 39.357 3.300 -7.063
H 40.127 7.666 -4.380
H 41.212 8.749 -5.070
H 41.834 7.203 -4.503
H 41.754 7.232 -7.057
H 40.132 7.551 -6.994
H 39.890 5.292 -5.376
H 41.357 4.903 -5.865
H 40.325 4.551 -9.458
H 41.707 4.243 -8.384
H 41.130 5.937 -8.718
H 38.512 6.329 -8.390
H 38.070 5.817 -6.743
H 37.673 4.285 -9.439
H 36.551 4.355 -8.248
H 38.851 2.589 -8.899
H 37.570 2.160 -7.757
H 40.216 2.630 -7.077
H 39.009 3.327 -6.030
C 40.024 7.328 -11.506
C 38.977 6.650 -12.365
C 37.644 6.674 -11.694
N 36.333 6.252 -12.433
C 36.059 7.285 -13.509
C 36.367 4.753 -12.824
C 35.416 4.091 -11.885
C 34.243 5.137 -11.912
C 35.171 6.323 -11.481
H 39.988 7.063 -10.449
H 39.984 8.396 -11.723
H 40.985 6.964 -11.870
H 39.328 5.641 -12.582
H 39.000 7.182 -13.316
H 37.524 7.683 -11.299
H 37.673 5.988 -10.847
H 36.753 7.065 -14.320
H 36.094 8.258 -13.018
H 35.109 7.189 -14.035
H 36.258 4.608 -13.898
H 37.305 4.233 -12.629
H 35.005 3.097 -12.059
H 35.846 3.971 -10.891
H 33.893 5.258 -12.937
H 33.379 4.824 -11.328
H 34.733 7.318 -11.405
H 35.553 6.176 -10.470
Br 37.056 -0.355 -6.316
Br 33.077 2.875 -8.817
*
```

orbital gap	0.2798	Eh
molecular weight	1314.0	u
LUMO	-11.617	eV

---

# C19H43ClNO4PS2

3 unconnected molecules or ions with the total composition C19H43ClNO4PS2 (ωB97M-V/def2-TZVPD, OMol25).

Structure (ORCA input):
```
! wB97M-V def2-TZVPD RIJCOSX def2/J DEFGRID3
* xyz 0 1
C 1.087 0.402 -2.020
C 0.152 0.159 -0.841
C 0.191 1.184 0.308
Cl 0.856 2.782 -0.175
P -1.541 1.475 0.916
C -1.275 2.002 2.664
C -0.632 0.978 3.600
C -0.617 1.385 5.080
S 0.919 1.903 5.911
C 1.007 3.667 5.645
S 1.147 4.626 6.963
N 0.993 4.097 4.349
C 1.921 3.409 3.429
C 3.371 3.832 3.615
C 0.888 5.551 4.167
C 0.583 5.973 2.735
H 0.763 1.239 -2.638
H 2.111 0.590 -1.693
H 1.102 -0.493 -2.644
H 0.385 -0.822 -0.418
H -0.874 0.100 -1.220
H 0.836 0.823 1.107
H -1.778 0.102 1.188
H -2.277 2.240 3.039
H -0.733 2.948 2.642
H 0.373 0.705 3.267
H -1.229 0.064 3.522
H -1.379 2.140 5.287
H -0.879 0.513 5.684
H 1.602 3.584 2.405
H 1.834 2.340 3.607
H 3.741 3.547 4.601
H 3.508 4.906 3.482
H 3.984 3.328 2.865
H 1.784 6.055 4.546
H 0.071 5.877 4.810
H 1.227 5.504 1.992
H -0.458 5.772 2.476
H 0.737 7.051 2.655
C 3.125 -2.797 -2.488
O 1.770 -3.010 -2.138
C 1.041 -3.754 -3.104
C 0.899 -5.208 -2.713
O 2.147 -5.878 -2.670
C 2.674 -6.020 -1.365
H 3.642 -2.451 -1.593
H 3.598 -3.716 -2.841
H 3.213 -2.028 -3.264
H 1.519 -3.676 -4.087
H 0.042 -3.315 -3.187
H 0.278 -5.711 -3.459
H 0.392 -5.283 -1.744
H 2.119 -6.775 -0.799
H 2.653 -5.076 -0.815
H 3.707 -6.349 -1.467
C -5.430 -1.847 -4.171
O -4.683 -1.163 -3.183
C -3.938 -2.017 -2.335
C -2.481 -2.091 -2.737
O -2.311 -2.678 -4.018
C -2.100 -1.731 -5.050
H -5.779 -1.103 -4.885
H -4.822 -2.589 -4.695
H -6.299 -2.346 -3.729
H -4.371 -3.023 -2.326
H -4.002 -1.612 -1.320
H -1.947 -2.716 -2.014
H -2.032 -1.093 -2.716
H -1.085 -1.319 -5.000
H -2.820 -0.911 -4.995
H -2.221 -2.252 -5.998
*
```

orbital gap	0.3091	Eh
molecular weight	480.1	u
LUMO	0.336	eV

---

| no. | E_tot (hartree) |
| --- | --- |
| 1 | -8478.413875 |
| 2 | -2703.260993 |